DFT (ωB97M-V with the def2-TZVPD basis set) results for an isolated molecule of C20H20BF3O3.

Computed properties:
LUMO energy in eV: -1.881
Molecular weight in g mol⁻¹: 376.18
Orbital gap in eV: 3.08
Energy above the lowest of the compared OMol25 structures with the same formula, charge and spin in kcal per mole: 88.2
HOMO energy in eV: -4.96

ORCA input file:
```
! RIJCOSX wB97M-V def2-TZVPD def2/J DEFGRID3
* xyz 0 1
C 3.02 -3.47 2.86
C 2.74 -2.83 1.60
C 3.54 -2.08 0.71
C 2.76 -1.81 -0.42
C 1.35 -2.30 -0.23
B 0.01 1.46 2.81
F 0.88 2.50 2.83
F 1.17 -3.48 -1.02
F 0.25 0.49 3.68
O 1.48 -2.91 1.13
H 4.08 -3.58 3.01
H 2.67 -2.90 3.72
H 2.57 -4.46 2.91
H 4.58 -1.82 0.88
H 3.06 -1.29 -1.31
C -3.71 2.81 3.68
O -3.73 1.44 3.13
C -2.75 0.97 2.29
C -2.86 -0.39 1.99
C -1.81 -1.05 1.34
C -0.65 -0.46 0.86
C 0.16 -1.25 -0.26
C 0.11 -0.43 -1.56
C 0.63 -1.08 -2.69
C 0.67 -0.55 -3.95
C 0.23 0.77 -4.15
O 0.51 1.33 -5.37
C 0.34 2.81 -5.39
C -0.43 1.45 -3.07
C -0.58 0.79 -1.84
C -0.49 0.95 1.22
C -1.59 1.74 1.88
H -4.58 2.85 4.35
H -2.80 3.01 4.25
H -3.85 3.54 2.87
H -3.77 -0.89 2.28
H -2.01 -2.08 1.06
H -0.38 -2.11 -0.40
H 0.94 -2.10 -2.54
H 1.04 -1.14 -4.79
H 0.79 3.09 -6.34
H -0.75 3.08 -5.37
H 0.87 3.29 -4.54
H -0.84 2.46 -3.25
H -1.30 1.23 -1.15
H 0.13 1.52 0.58
H -1.72 2.86 1.75
*
```

Atom charges from the Mulliken analysis, given in e for atoms 1 to 5:
1 C -1.277
2 C 0.484
3 C -0.696
4 C -0.855
5 C 0.966

***

DFT (ωB97M-V with the def2-TZVPD basis set) results for a structure of composition C4H10O.

Computed properties:
LUMO energy in eV: 1.026
Molecular weight in g mol⁻¹: 74.12
Orbital gap in eV: 9.23
Energy above the lowest of the compared OMol25 structures with the same formula, charge and spin in kcal per mole: 77.3
HOMO energy in eV: -8.20

ORCA input file:
```
! RIJCOSX wB97M-V def2-TZVPD def2/J DEFGRID3
* xyz 0 1
C 1.95 0.51 -0.42
C 0.67 -0.24 -0.80
C -0.16 -0.61 0.41
C -1.57 -0.74 0.30
O -1.94 0.83 1.20
H 1.71 1.44 0.10
H 2.57 -0.10 0.25
H 2.56 0.75 -1.30
H 0.08 0.39 -1.48
H 0.94 -1.13 -1.39
H -0.75 0.54 1.07
H 0.32 -1.25 1.15
H -2.07 -0.53 -0.65
H -2.13 -1.39 0.97
H -2.17 1.53 0.58
*
```

Atom charges from the Mulliken analysis, given in e for atoms 1 to 5:
1 C -1.155
2 C -0.272
3 C -0.422
4 C -0.539
5 O -0.690

***

DFT (ωB97M-V with the def2-TZVPD basis set) results for an isolated molecule of C21H17Cl2N5OS.

Computed properties:
LUMO energy in eV: 0.151
Molecular weight in g mol⁻¹: 458.37
Orbital gap in eV: 8.64
Structure (SMILES): CCn1c(SCc2ccc(Cl)c(Cl)c2)nnc1-c1nn(-c2ccccc2)ccc1=O
Energy above the lowest of the compared OMol25 structures with the same formula, charge and spin in kcal per mole: 0.1
HOMO energy in eV: -8.49

ORCA input file:
```
! RIJCOSX wB97M-V def2-TZVPD def2/J DEFGRID3
* xyz 0 1
C -2.93 -3.14 1.36
H -3.02 -3.57 2.36
H -3.93 -2.97 0.96
C -2.16 -1.83 1.44
N -2.03 -1.22 0.14
C -3.01 -0.56 -0.55
N -2.55 -0.13 -1.70
N -1.27 -0.49 -1.78
C -0.95 -1.14 -0.69
C 0.37 -1.69 -0.41
N 1.33 -0.83 -0.35
N 2.58 -1.23 -0.16
C 2.89 -2.54 0.00
C 1.93 -3.49 -0.03
C 0.54 -3.14 -0.24
O -0.38 -3.94 -0.28
H 2.18 -4.53 0.10
H 3.93 -2.77 0.18
C 3.54 -0.19 -0.10
C 4.85 -0.39 -0.54
C 5.76 0.64 -0.46
C 5.38 1.87 0.06
C 4.08 2.07 0.48
C 3.16 1.04 0.41
H 2.14 1.18 0.73
H 3.78 3.03 0.88
H 6.10 2.67 0.12
H 6.77 0.49 -0.80
H 5.14 -1.34 -0.97
S -4.56 -0.19 0.15
C -4.65 1.59 -0.33
C -3.29 2.20 -0.33
C -2.49 2.13 0.80
C -1.18 2.56 0.75
C -0.66 3.10 -0.42
C -1.46 3.19 -1.54
C -2.77 2.74 -1.50
H -3.37 2.78 -2.39
H -1.06 3.60 -2.46
Cl 0.98 3.62 -0.50
Cl -0.18 2.40 2.15
H -2.88 1.71 1.71
H -5.31 2.03 0.43
H -5.12 1.65 -1.31
H -2.69 -1.12 2.09
H -1.15 -1.99 1.83
H -2.40 -3.84 0.72
*
```

Atom charges from the Mulliken analysis, given in e for atoms 1 to 5:
1 C -1.012
2 H 0.416
3 H 0.314
4 C -0.744
5 N 0.435

***

DFT (ωB97M-V with the def2-TZVPD basis set) results for a cluster of 2 separate species, C9H7F3N2O in total.

Computed properties:
LUMO energy (spin up / spin down) in eV: -0.055 / -0.056
Molecular weight in g mol⁻¹: 216.16
Orbital gap (spin up / spin down) in eV: 8.79 / 8.79
Structure (SMILES): [O-]/[NH+]=N\c1ccccc1.C#CC(F)(F)F
Energy above the lowest of the compared OMol25 structures with the same formula, charge and spin in kcal per mole: 76.1
HOMO energy (spin up / spin down) in eV: -8.85 / -8.85

ORCA input file:
```
! RIJCOSX wB97M-V def2-TZVPD def2/J DEFGRID3
* xyz 0 1
C 0.48 0.04 2.11
C 0.39 1.36 1.75
C 0.19 -0.91 1.13
C -0.01 1.79 0.50
C -0.31 -0.57 -0.11
C -0.43 0.79 -0.43
C -4.92 0.69 -1.71
C -4.64 -0.01 -0.78
C -4.29 -0.87 0.36
N -1.09 2.09 -2.16
N -0.89 0.98 -1.70
O -0.98 3.29 -1.71
F -3.02 -1.28 0.15
F -4.32 -0.25 1.50
F -4.96 -2.06 0.44
H 0.69 -0.28 3.14
H 0.79 2.09 2.47
H 0.22 -1.96 1.42
H -0.08 2.86 0.30
H -0.68 -1.36 -0.78
H -4.95 1.39 -2.42
H -1.34 2.26 -3.19
*
```

Atom charges from the Mulliken analysis, given in e for atoms 1 to 5:
1 C -0.533
2 C -0.250
3 C -0.326
4 C -0.632
5 C -0.251

***

Result set for energy: -36031.028 -6354.450 -67430.456 -22621.431 eV, one per record in the order listed.